--- w ---
{
  "formula": "C2H5N3",
  "method": "ωB97M-V/def2-TZVPD",
  "homo_energy_ev": -9.186,
  "charge": 0,
  "orbital_gap_ev": 10.246,
  "molar_mass_da": 71.08,
  "e_lumo_ev": 1.06,
  "elements": ["C", "C", "N", "N", "N", "H", "H", "H", "H", "H"],
  "coordinates": [[0.84, -0.77, -2.04], [0.61, -0.32, -0.96], [-0.01, -0.88, 1.39], [-0.64, 1.24, 0.51], [0.37, 0.15, 0.55], [1.26, -0.77, -3.02], [-0.03, -0.69, 2.38], [-0.73, -1.39, 1.03], [-1.39, 1.20, -0.21], [-0.27, 2.22, 0.36]]
}

--- x ---
{
  "formula": "C2H5N3",
  "method": "ωB97M-V/def2-TZVPD",
  "homo_energy_ev": -9.169,
  "charge": 0,
  "orbital_gap_ev": 10.076,
  "molar_mass_da": 71.08,
  "e_lumo_ev": 0.91,
  "elements": ["C", "C", "H", "H", "H", "H", "H", "N", "N", "N"],
  "coordinates": [[1.88, -0.32, -0.01], [-1.56, 0.36, 0.02], [2.48, -1.19, 0.29], [2.45, 0.68, 0.13], [0.23, 1.50, 0.15], [-2.17, 1.23, 0.20], [-1.57, -1.64, -0.35], [0.63, -0.43, -0.17], [-0.23, 0.59, -0.27], [-2.14, -0.77, 0.00]]
}

Last place for stability: w

--- w ---
{
  "formula": "C21H56AsF6O21S7",
  "method": "ωB97M-V/def2-TZVPD",
  "homo_energy_ev": -8.592,
  "charge": -1,
  "orbital_gap_ev": 10.134,
  "molar_mass_da": 1058.04,
  "e_lumo_ev": 1.54,
  "elements": ["As", "F", "F", "F", "F", "F", "F", "O", "S", "O", "O", "C", "C", "C", "H", "H", "H", "H", "H", "H", "H", "H", "O", "S", "O", "O", "C", "C", "C", "H", "H", "H", "H", "H", "H", "H", "H", "O", "S", "O", "O", "C", "C", "C", "H", "H", "H", "H", "H", "H", "H", "H", "O", "S", "O", "O", "C", "C", "C", "H", "H", "H", "H", "H", "H", "H", "H", "O", "S", "O", "O", "C", "C", "C", "H", "H", "H", "H", "H", "H", "H", "H", "O", "S", "O", "O", "C", "C", "C", "H", "H", "H", "H", "H", "H", "H", "H", "O", "S", "O", "O", "C", "C", "C", "H", "H", "H", "H", "H", "H", "H", "H"],
  "coordinates": [[-2.82, -5.50, -2.83], [-3.29, -6.88, -3.74], [-1.34, -5.32, -3.86], [-2.31, -4.07, -1.79], [-4.26, -5.77, -1.78], [-1.97, -6.68, -1.80], [-3.70, -4.52, -3.99], [0.03, -7.50, 2.81], [-0.65, -6.87, 1.68], [-1.87, -7.46, 1.10], [-0.95, -5.28, 2.11], [-1.82, -4.54, 1.22], [-1.87, -3.06, 1.66], [0.67, -6.53, 0.39], [-2.84, -4.90, 1.32], [-1.46, -4.70, 0.21], [-2.85, -2.66, 1.40], [-1.06, -2.60, 1.10], [-1.77, -2.89, 2.73], [0.84, -7.49, -0.11], [1.57, -6.23, 0.91], [0.33, -5.79, -0.34], [-8.48, -1.67, -3.86], [-8.41, -3.13, -4.12], [-9.39, -4.02, -3.45], [-8.59, -3.36, -5.79], [-8.22, -2.32, -6.71], [-8.21, -2.95, -8.13], [-6.71, -3.65, -3.90], [-7.23, -1.89, -6.54], [-8.89, -1.46, -6.75], [-7.74, -3.94, -8.08], [-7.75, -2.35, -8.92], [-9.23, -3.12, -8.46], [-6.06, -3.04, -4.53], [-6.74, -4.69, -4.22], [-6.37, -3.63, -2.87], [-4.64, -2.00, -6.01], [-3.68, -2.36, -7.06], [-3.89, -3.58, -7.88], [-3.41, -1.01, -8.00], [-3.52, 0.22, -7.33], [-3.48, 1.37, -8.35], [-1.95, -2.42, -6.26], [-2.66, 0.28, -6.66], [-4.46, 0.26, -6.78], [-2.48, 1.45, -8.78], [-3.60, 2.32, -7.83], [-4.21, 1.19, -9.14], [-1.31, -2.57, -7.12], [-1.97, -3.31, -5.63], [-1.84, -1.44, -5.80], [-5.76, -6.34, -8.96], [-5.93, -6.73, -7.57], [-6.87, -5.98, -6.75], [-6.38, -8.36, -7.47], [-5.54, -9.32, -8.16], [-5.22, -10.42, -7.16], [-4.28, -6.82, -6.76], [-4.66, -8.85, -8.61], [-6.09, -9.69, -9.03], [-6.14, -10.86, -6.79], [-4.70, -10.13, -6.25], [-4.67, -11.23, -7.65], [-4.01, -5.78, -6.56], [-3.55, -7.15, -7.50], [-4.31, -7.32, -5.79], [3.94, -10.98, -3.89], [3.11, -10.22, -4.86], [2.35, -11.00, -5.84], [2.04, -9.18, -4.08], [2.41, -8.61, -2.84], [1.91, -7.14, -2.96], [4.24, -9.08, -5.73], [3.46, -8.74, -2.60], [1.85, -9.05, -2.02], [2.40, -6.60, -3.76], [2.19, -6.62, -2.05], [0.82, -7.07, -3.05], [4.87, -8.58, -5.00], [3.60, -8.40, -6.27], [4.89, -9.55, -6.47], [-5.97, 0.44, -1.83], [-5.12, -0.58, -1.24], [-4.27, -0.22, -0.12], [-5.97, -1.99, -0.95], [-5.35, -2.92, -0.11], [-6.32, -4.10, 0.16], [-4.02, -1.21, -2.63], [-5.18, -2.37, 0.82], [-4.41, -3.36, -0.44], [-7.33, -3.71, 0.27], [-6.13, -4.60, 1.11], [-6.30, -4.93, -0.54], [-3.35, -0.38, -2.87], [-4.72, -1.39, -3.44], [-3.39, -2.04, -2.32], [-2.76, -11.49, -4.97], [-2.24, -11.32, -3.61], [-3.08, -11.20, -2.39], [-0.93, -12.33, -3.37], [-0.34, -12.39, -2.11], [-0.87, -13.56, -1.46], [-1.39, -9.74, -3.76], [-0.51, -11.52, -1.48], [0.75, -12.49, -2.13], [-1.93, -13.38, -1.26], [-0.32, -13.69, -0.53], [-0.87, -14.53, -1.97], [-2.13, -8.99, -4.05], [-0.64, -9.93, -4.52], [-0.89, -9.48, -2.83]]
}

--- x ---
{
  "formula": "C21H56AsF6O21S7",
  "method": "ωB97M-V/def2-TZVPD",
  "homo_energy_ev": -8.302,
  "charge": -1,
  "orbital_gap_ev": 10.245,
  "molar_mass_da": 1058.04,
  "e_lumo_ev": 1.94,
  "elements": ["As", "F", "F", "F", "F", "F", "F", "O", "S", "O", "O", "C", "C", "C", "H", "H", "H", "H", "H", "H", "H", "H", "O", "S", "O", "O", "C", "C", "C", "H", "H", "H", "H", "H", "H", "H", "H", "O", "S", "O", "O", "C", "C", "C", "H", "H", "H", "H", "H", "H", "H", "H", "O", "S", "O", "O", "C", "C", "C", "H", "H", "H", "H", "H", "H", "H", "H", "O", "S", "O", "O", "C", "C", "C", "H", "H", "H", "H", "H", "H", "H", "H", "O", "S", "O", "O", "C", "C", "C", "H", "H", "H", "H", "H", "H", "H", "H", "O", "S", "O", "O", "C", "C", "C", "H", "H", "H", "H", "H", "H", "H", "H"],
  "coordinates": [[-0.61, 1.13, -0.20], [-1.09, 0.20, 1.16], [-2.28, 1.43, -0.50], [-0.19, 2.13, -1.52], [1.03, 0.81, 0.22], [-0.65, -0.29, -1.14], [-0.47, 2.55, 0.78], [-8.45, 3.93, -0.85], [-7.79, 3.44, -1.98], [-7.88, 4.02, -3.28], [-6.24, 3.15, -1.72], [-5.35, 3.15, -2.88], [-4.22, 2.18, -2.71], [-8.25, 1.72, -2.17], [-5.06, 4.18, -3.10], [-5.95, 2.78, -3.72], [-3.53, 2.17, -3.55], [-4.69, 1.24, -2.41], [-3.48, 2.48, -1.97], [-9.28, 1.72, -2.50], [-8.10, 1.30, -1.18], [-7.57, 1.20, -2.83], [-6.24, -0.74, 5.09], [-5.47, -1.01, 3.95], [-5.64, -2.21, 3.21], [-5.75, 0.21, 2.95], [-5.35, 0.10, 1.56], [-5.94, 1.26, 0.80], [-3.76, -0.81, 4.33], [-5.79, -0.80, 1.10], [-4.29, -0.03, 1.30], [-7.03, 1.23, 0.75], [-5.60, 1.47, -0.21], [-5.68, 2.21, 1.28], [-3.25, -0.22, 3.58], [-3.31, -1.80, 4.30], [-3.63, -0.32, 5.29], [1.96, -3.87, -2.31], [2.75, -2.75, -2.68], [3.96, -2.49, -1.99], [3.15, -2.87, -4.25], [4.05, -4.00, -4.53], [4.24, -4.05, -6.05], [1.74, -1.29, -2.82], [3.56, -4.92, -4.19], [5.00, -3.85, -4.01], [3.30, -3.76, -6.52], [4.52, -5.05, -6.36], [4.94, -3.29, -6.40], [0.75, -1.73, -2.86], [2.06, -0.71, -3.68], [1.80, -0.70, -1.92], [5.33, 2.53, -2.48], [4.42, 1.78, -1.67], [3.91, 0.52, -2.06], [5.01, 1.55, -0.20], [5.86, 2.58, 0.25], [7.33, 2.12, 0.21], [3.07, 2.88, -1.23], [5.65, 2.73, 1.31], [5.75, 3.48, -0.34], [7.87, 2.56, -0.63], [7.41, 1.04, 0.12], [7.79, 2.37, 1.17], [3.54, 3.84, -1.02], [2.62, 2.50, -0.33], [2.38, 2.98, -2.06], [2.99, -4.09, 2.29], [2.91, -2.77, 2.77], [2.56, -2.53, 4.15], [4.34, -2.11, 2.51], [4.73, -1.01, 3.41], [5.88, -0.29, 2.73], [1.92, -1.82, 1.66], [4.93, -1.46, 4.38], [3.85, -0.36, 3.54], [6.78, -0.90, 2.71], [6.15, 0.60, 3.31], [5.52, -0.14, 1.71], [2.41, -1.85, 0.69], [1.88, -0.78, 1.97], [0.92, -2.24, 1.61], [-0.92, -3.44, -0.28], [-1.78, -3.36, -1.41], [-1.31, -2.91, -2.66], [-2.43, -4.81, -1.61], [-1.75, -5.94, -0.94], [-2.52, -7.17, -1.28], [-3.24, -2.49, -0.92], [-1.90, -5.71, 0.12], [-0.68, -6.01, -1.12], [-2.37, -7.98, -0.56], [-2.34, -7.54, -2.28], [-3.60, -7.00, -1.18], [-3.18, -1.45, -1.25], [-3.30, -2.62, 0.15], [-4.07, -2.98, -1.43], [2.85, 6.45, 3.47], [2.55, 5.31, 2.71], [3.49, 4.82, 1.76], [2.19, 4.13, 3.72], [2.49, 2.79, 3.26], [1.72, 1.92, 4.25], [0.97, 5.49, 1.92], [3.56, 2.62, 3.38], [2.18, 2.57, 2.24], [0.72, 1.76, 3.84], [1.67, 2.39, 5.23], [2.19, 0.94, 4.42], [0.19, 5.65, 2.65], [0.89, 4.62, 1.28], [1.06, 6.41, 1.34]]
}

Last place for stability: w

--- w ---
{
  "formula": "C4H2N2O",
  "method": "ωB97M-V/def2-TZVPD",
  "homo_energy_ev": -10.816,
  "charge": 0,
  "orbital_gap_ev": 10.567,
  "molar_mass_da": 94.07,
  "e_lumo_ev": -0.25,
  "elements": ["N", "C", "O", "C", "C", "C", "N", "H", "H"],
  "coordinates": [[1.28, 0.57, -1.33], [-0.03, 0.40, -1.04], [-0.96, 0.65, -1.79], [-0.24, -0.14, 0.30], [-0.35, -0.59, 1.41], [-1.05, -1.04, 2.51], [-2.16, -1.19, 2.83], [2.00, 0.38, -0.66], [1.51, 0.96, -2.23]]
}

--- x ---
{
  "formula": "C4H2N2O",
  "method": "ωB97M-V/def2-TZVPD",
  "homo_energy_ev": -10.846,
  "charge": 0,
  "orbital_gap_ev": 10.585,
  "molar_mass_da": 94.07,
  "e_lumo_ev": -0.26,
  "elements": ["C", "C", "C", "C", "N", "N", "O", "H", "H"],
  "coordinates": [[-0.18, -1.28, -0.10], [-1.83, 0.92, 0.00], [1.70, 0.10, 0.09], [0.39, -0.01, -0.10], [-0.89, -2.18, -0.06], [-2.98, 0.95, 0.08], [-0.54, 1.04, -0.24], [1.88, 1.14, 0.28], [2.45, -0.68, 0.06]]
}

Last place for stability: x

--- w ---
{
  "formula": "C3H8NS2",
  "method": "ωB97M-V/def2-TZVPD",
  "homo_energy_ev": -14.099,
  "charge": 1,
  "orbital_gap_ev": 8.968,
  "molar_mass_da": 122.24,
  "e_lumo_ev": -5.13,
  "elements": ["C", "C", "C", "N", "S", "S", "H", "H", "H", "H", "H", "H", "H", "H"],
  "coordinates": [[0.73, 1.55, -0.54], [-0.86, -1.75, -0.71], [-0.70, -0.76, 1.47], [-0.41, -0.73, 0.26], [2.36, 1.81, -0.89], [-0.21, 2.68, 0.14], [-1.35, -2.71, -0.30], [-1.59, -1.34, -1.25], [0.02, -1.91, -1.38], [-0.28, -0.06, 2.09], [-1.21, -1.56, 2.06], [2.69, 0.52, -0.81], [0.22, 0.40, -0.22], [0.58, 3.86, 0.09]]
}

--- x ---
{
  "formula": "C3H8NS2",
  "method": "ωB97M-V/def2-TZVPD",
  "homo_energy_ev": [-12.929, -12.929],
  "charge": 1,
  "orbital_gap_ev": [7.699, 7.700],
  "molar_mass_da": 122.24,
  "e_lumo_ev": [-5.23, -5.23],
  "elements": ["C", "C", "C", "N", "S", "S", "H", "H", "H", "H", "H", "H", "H", "H"],
  "coordinates": [[-0.52, -0.98, -0.22], [2.49, 0.61, 1.60], [-0.61, -0.86, 2.09], [-0.53, -0.26, 0.82], [2.33, -1.67, -0.36], [2.38, -1.06, 1.48], [-0.45, -2.04, 0.09], [-0.73, -0.67, -1.23], [2.53, 1.01, 2.55], [2.57, 1.29, 0.78], [0.25, -0.56, 2.71], [-1.42, -0.41, 2.57], [-0.69, -1.95, 2.21], [-0.68, 0.77, 0.69]]
}

Last place for stability: w